1.
C5H11NO | ωB97M-V/def2-TZVPD

Each line ends with the Mulliken charge.
Element x y z (Å)
C (0.261, -2.133, -0.537)  -1.128
C (1.004, -1.183, 0.401)  -0.426
N (0.543, 0.212, 0.438)  -0.398
C (-0.634, 0.541, 1.225)  -0.471
C (-0.659, 0.655, -0.251)  0.287
C (-0.511, 1.996, -0.947)  -0.785
O (0.408, 2.815, -0.272)  -0.546
H (0.706, -3.131, -0.463)  0.366
H (0.346, -1.804, -1.579)  0.319
H (-0.803, -2.226, -0.291)  0.294
H (0.965, -1.571, 1.427)  0.327
H (2.064, -1.163, 0.117)  0.299
H (-1.188, -0.287, 1.672)  0.319
H (-0.548, 1.433, 1.841)  0.223
H (-1.253, -0.085, -0.787)  0.379
H (-0.206, 1.820, -1.993)  0.251
H (-1.474, 2.518, -0.969)  0.315
H (1.098, 2.202, 0.037)  0.375

Output
spin multiplicity: 1
orbital gap: 10.25 eV
total energy: -327.05340 Ha
E_HOMO: -9.24 eV
SMILES: CCN1C[C@H]1CO
ΔE to the lowest compared entry with this formula, charge and spin: 2.1210 eV

---

2.
C5H11NO | ωB97M-V/def2-TZVPD

Each line ends with the Mulliken charge.
Element x y z (Å)
O (0.793, 2.288, -0.470)  -0.183
C (0.650, 1.481, 0.436)  -0.235
C (0.485, 0.028, 0.706)  0.259
C (-0.865, -0.563, 0.113)  0.430
C (-1.079, -1.950, 0.685)  -1.295
C (-1.203, -0.235, -1.355)  -1.350
N (1.520, -0.752, 0.020)  -0.556
H (0.209, 2.106, 1.180)  0.418
H (0.361, -0.020, 1.810)  0.419
H (-1.653, 0.147, 0.604)  0.273
H (-0.341, -2.679, 0.333)  0.363
H (-2.200, -2.258, 0.564)  0.378
H (-0.914, -1.889, 1.876)  0.320
H (-2.018, 0.488, -1.381)  0.368
H (-0.542, 0.297, -2.039)  0.366
H (-1.649, -1.101, -1.831)  0.366
H (1.579, -0.700, -1.026)  0.331
H (2.257, 0.003, 0.019)  0.328

Output
spin multiplicity: 2
orbital gap (spin up / spin down): 9.27 / 5.92 eV
total charge: +1
total energy: -326.65288 Ha
E_HOMO (spin up / spin down): -15.39 / -15.24 eV
expectation value of S²: 0.7582
ΔE to the lowest compared entry with this formula, charge and spin: 4.6589 eV

---

3.
C5H11NO2 | ωB97M-V/def2-TZVPD

Each line ends with the Mulliken charge.
Element x y z (Å)
N (1.645, -0.833, -0.228)  -0.609
C (1.990, 0.234, 0.810)  -0.617
C (0.639, 0.890, 1.339)  -0.534
C (-0.467, 0.108, 0.568)  -0.557
C (0.238, -0.719, -0.612)  0.190
C (0.233, 0.150, -1.958)  -0.226
O (-0.886, 0.445, -2.413)  -0.496
H (1.803, -1.729, 0.266)  0.304
H (2.583, -0.239, 1.616)  0.315
H (2.483, 0.996, 0.265)  0.286
H (0.627, 1.900, 1.075)  0.332
H (0.553, 0.758, 2.500)  0.247
H (-1.150, 0.828, 0.235)  0.313
H (-1.004, -0.687, 1.146)  0.270
H (-0.287, -1.690, -0.779)  0.393
H (1.193, 0.421, -2.355)  0.399
H (-3.301, 0.247, -1.066)  0.323
H (-3.525, -1.023, -0.287)  0.310
O (-3.366, -0.057, -0.122)  -0.643

Output
spin multiplicity: 1
orbital gap: 9.75 eV
total energy: -402.29497 Ha
E_HOMO: -9.10 eV
SMILES: O=C[C@@H]1CCCN1.O
ΔE to the lowest compared entry with this formula, charge and spin: 2.2632 eV

---

Q: total energy of number 2 (C5H11NO)?
A: -326.65288 Ha